ORCA calculation (ωB97M-V with the def2-TZVPD basis set) on a molecular structure, C30H39MnN3O at a distorted geometry.

The geometry in XYZ format:
```
74
C30H39MnN3O (ωB97M-V with the def2-TZVPD basis set)
Mn -0.41 -0.28 0.91
N 0.71 0.95 3.57
N -0.32 2.08 0.44
C -1.45 -1.92 -0.03
C -2.38 -1.04 0.65
C -2.06 -1.06 2.06
C -2.79 -0.36 3.15
H -3.43 0.43 2.74
H -2.08 0.10 3.84
H -3.42 -1.05 3.72
C -0.92 -1.93 2.24
C -0.26 -2.25 3.53
H -0.73 -3.12 4.02
H -0.30 -1.39 4.21
H 0.80 -2.50 3.37
C -0.56 -2.47 0.96
C 0.47 -3.52 0.71
H 1.30 -3.44 1.43
H 0.89 -3.45 -0.30
H 0.03 -4.53 0.82
C -3.52 -0.28 0.06
H -4.46 -0.50 0.58
H -3.65 -0.51 -1.01
H -3.34 0.80 0.15
C -1.40 -2.26 -1.48
H -0.36 -2.22 -1.85
H -1.99 -1.56 -2.08
H -1.77 -3.28 -1.67
C 1.60 1.13 4.56
H 1.85 0.26 5.16
C 2.21 2.37 4.81
H 2.96 2.46 5.60
C 1.83 3.48 4.05
H 2.26 4.46 4.22
C 0.87 3.31 3.06
H 0.51 4.13 2.45
C 0.36 2.01 2.82
C -0.62 1.70 1.77
H -1.66 1.92 2.07
C -0.26 1.03 -0.43
C -0.22 3.29 -0.23
H -0.25 4.22 0.31
C -0.08 2.99 -1.53
H 0.03 3.63 -2.37
N -0.10 1.60 -1.65
C -0.10 0.85 -2.89
C -1.31 0.65 -3.57
C -1.30 -0.13 -4.73
H -2.24 -0.29 -5.27
C -0.13 -0.72 -5.21
C -0.13 -1.55 -6.46
H 0.02 -2.61 -6.23
H 0.68 -1.24 -7.12
H -1.08 -1.44 -6.99
C 1.05 -0.54 -4.49
H 1.97 -1.00 -4.85
C 1.08 0.24 -3.33
C 2.37 0.45 -2.60
H 2.69 1.50 -2.61
H 3.16 -0.15 -3.08
H 2.30 0.13 -1.55
C -2.60 1.26 -3.12
H -2.80 2.21 -3.63
H -2.62 1.45 -2.04
H -3.43 0.58 -3.36
C 3.67 -0.56 2.32
C 3.02 0.13 1.15
O 1.86 -0.64 0.74
H 2.92 -0.79 3.08
H 4.43 0.09 2.75
H 4.17 -1.48 2.03
H 2.65 1.12 1.41
H 3.70 0.23 0.29
H 2.09 -1.17 -0.04
```

Computed properties:
Strongest force on any atom (hartree/bohr): 0.0573
Highest occupied orbital energy (spin up / spin down) (eV): 2.521 / -0.740
Spin multiplicity: 6
E_LUMO (spin up / spin down) (eV): 4.765 / 4.675
Gap between HOMO and LUMO (spin up / spin down) (hartree): 0.0825 / 0.1990
Net charge: -2